No. 1
A cluster of 2 separate species, C24H23 in total. Source: the Open Molecules 2025 dataset; level of theory: ωB97M-V/def2-TZVPD.

XYZ file:
```
47
Properties=species:S:1:pos:R:3:forces:R:3
C -0.91728 0.86101 0.73259 -1.0 -0.7 0.3
C 2.55362 1.57401 -0.75768 0.2 0.1 -0.2
C 1.50857 -2.37637 3.06312 0.3 0.0 -0.3
C 1.31164 1.81176 -0.13695 0.2 -0.1 -0.7
C 2.56961 -1.78687 2.35333 -0.1 -0.1 0.3
C 0.47505 0.68223 0.30961 0.3 1.2 1.9
C -2.92394 -1.85686 -1.71234 -0.1 -0.5 0.5
C 0.46081 -2.88399 -1.97990 0.0 -0.5 -0.2
C -3.18282 1.66173 0.82463 0.0 -0.1 0.3
C 0.15400 -0.48551 -1.52133 -0.4 0.1 -1.0
C 3.01479 3.94374 -0.84261 -0.2 -0.3 0.1
C -0.04364 -0.92584 1.96089 1.0 -0.3 0.0
C 2.32974 -0.78693 1.40148 -0.1 0.0 0.0
C -3.49665 0.68577 1.78997 0.1 0.2 -0.5
C -2.54308 -0.25986 2.19175 0.7 0.0 -0.3
C 3.40889 2.62152 -1.08931 -0.4 0.0 0.1
C -0.38967 -1.64249 -2.00621 0.3 0.2 0.2
C 1.76752 4.20404 -0.26901 0.2 -0.2 -0.1
C -1.25110 -0.14891 1.68486 -0.7 0.6 -0.5
C -1.74746 -1.63521 -2.67142 -0.1 0.4 0.0
C 1.02232 -0.36394 1.19262 -0.4 -0.9 0.6
C 0.18285 -1.96733 2.85707 -0.1 0.5 -0.6
C -1.89913 1.73101 0.26663 0.0 -0.1 0.0
C 0.92836 3.15224 0.08373 -0.3 -0.1 -0.2
H -0.42153 0.43522 -1.68313 0.7 -0.4 -0.4
H -0.67125 -2.44214 3.34430 0.4 0.2 0.1
H 3.14736 -0.32115 0.85283 -0.1 -0.3 0.3
H 2.81924 0.55473 -1.05333 0.1 0.4 0.2
H 0.76919 -3.10862 -0.95103 -0.1 0.0 -0.1
H 1.43071 5.23110 -0.12595 0.1 -0.3 0.0
H -1.66912 2.43941 -0.53334 -0.2 -0.2 0.3
H 1.71242 -3.16775 3.78583 0.0 0.2 -0.2
H 3.60307 -2.09536 2.55620 -0.6 0.1 -0.1
H -3.88543 -1.77785 -2.22963 0.3 0.0 -0.1
H 1.39915 -2.73629 -2.54157 -0.4 0.1 0.1
H -0.05278 3.37343 0.50208 0.4 -0.1 0.1
H -4.50014 0.64450 2.21232 0.2 0.0 -0.2
H 3.67070 4.76244 -1.12162 -0.1 -0.1 0.0
H -1.87672 -0.63978 -3.12602 0.0 -0.4 0.0
H -3.94330 2.38000 0.50322 0.3 -0.4 0.1
H -2.88744 -2.86212 -1.26270 0.0 0.3 -0.1
H 4.36139 2.40880 -1.57157 -0.2 0.1 0.1
H 1.23321 -0.48902 -1.36004 -0.5 0.1 -0.3
H -2.93056 -1.12909 -0.89441 0.1 0.0 -0.1
H -1.79427 -2.38965 -3.46927 0.2 0.2 0.2
H -0.02272 -3.78050 -2.40457 0.0 0.5 0.2
H -2.78422 -1.09927 2.84590 -0.1 0.4 0.0
```
Forces are in eV/Å.

LUMO level	-0.20517	hartree
HOMO level	-11.657	eV
gap between HOMO and LUMO	6.1	eV
energy	-25253.208	eV
total charge	+1
ΔE to the lowest compared entry with this formula, charge and spin	13.62	kcal per mole

natural (NBO) population analysis, charges in e, atoms 1 to 8:
1. C -0.076
2. C -0.099
3. C -0.147
4. C -0.200
5. C -0.210
6. C 0.349
7. C -0.596
8. C -0.689

---

No. 2
A structure of composition C24H23BClF9N6O4STi. Source: the Open Molecules 2025 dataset; level of theory: ωB97M-V/def2-TZVPD.

XYZ file:
```
70
Properties=species:S:1:pos:R:3:forces:R:3
Ti -0.30445 0.72187 0.84191 0.0 -0.4 -0.1
Cl -1.33247 3.25200 1.55072 -0.1 0.1 0.0
S -1.68878 2.02244 -2.15662 0.0 0.0 -0.1
F 2.80738 3.17830 -5.85840 0.0 0.0 0.0
F 3.12578 -1.52154 -2.31578 0.0 0.0 0.0
F 1.31240 5.21400 -4.88627 0.0 0.0 0.0
F 1.47167 2.35385 -0.04765 0.1 0.1 0.1
F 4.77150 -0.00435 -3.61412 0.0 0.0 0.0
F -0.75147 4.71499 -3.25199 0.0 0.0 0.0
F 0.19023 0.08942 -3.52683 0.0 0.0 0.0
F 3.07388 3.84463 -1.51030 0.0 0.0 0.0
F 2.20140 0.61240 -5.21795 0.0 0.0 0.1
O -0.84176 1.70100 -0.86919 0.2 -0.2 0.5
O -2.67914 3.06005 2.26930 0.0 0.0 0.0
O 0.63145 1.02574 2.12088 -0.2 0.1 -0.3
O -0.30667 3.93254 2.46015 0.0 0.0 0.0
N 0.56686 -1.89054 2.19203 0.0 0.0 0.0
N -1.98704 0.25780 2.13183 0.0 0.1 -0.1
N -1.62907 -0.96306 -0.49736 0.0 0.0 0.0
N -3.26327 -0.04043 1.81837 0.0 -0.1 0.0
N -2.97549 -0.97677 -0.49940 0.0 0.0 0.0
N 1.31742 -0.38253 -0.25392 0.0 0.1 -0.1
C -0.04098 3.67188 -3.68928 -0.1 0.1 0.1
C -1.24738 -1.70736 -1.53247 0.0 0.0 0.0
C -3.13998 0.00459 4.02891 0.0 0.0 0.0
C -0.36950 2.37706 -3.30979 0.1 0.0 0.0
C 1.83537 -1.55228 2.83367 0.0 0.0 0.0
C 1.49112 1.61465 -4.68082 -0.1 -0.1 -0.1
C 3.95614 0.59882 -2.71739 0.0 0.1 0.0
C 1.72240 -0.93892 4.21968 0.0 0.0 0.0
C 3.09769 -0.20044 -1.99096 -0.1 0.0 0.0
C -2.35329 -2.23038 -2.20784 0.0 0.0 0.0
C 1.68120 -1.78525 -0.05188 0.0 0.1 -0.1
C 2.17519 0.31176 -1.03165 0.0 -0.1 0.0
C 3.09697 2.50851 -1.68997 0.0 0.0 -0.1
C 2.24840 1.73193 -0.94523 -0.1 0.0 0.0
C -0.27253 -2.70721 3.05720 0.0 0.0 0.0
C 3.98854 1.97223 -2.60572 0.1 -0.1 0.0
C 1.78820 2.91761 -5.02982 0.0 0.0 0.0
C -1.56883 -3.17503 2.40997 0.0 0.0 0.0
C -1.90675 0.30720 3.46114 0.0 0.0 0.0
C 0.43504 1.36271 -3.82374 0.0 0.0 0.0
C -3.43478 -1.72788 -1.50792 0.0 0.0 0.0
C 0.80947 -2.55446 0.92695 0.0 0.1 0.0
C -3.97002 -0.19931 2.93804 0.0 0.0 0.0
C 1.02131 3.94949 -4.53332 0.0 0.1 0.0
B -3.81368 0.00047 0.36909 0.0 0.1 0.0
H -5.02129 -0.42635 2.87670 0.0 0.0 0.0
H -2.24534 -3.54404 3.18361 0.0 0.0 0.0
H 1.62895 -2.37144 -0.97420 0.0 0.0 0.0
H 2.47117 -2.46013 2.88326 0.0 0.0 0.0
H 0.29953 -3.58985 3.41316 0.0 0.0 0.0
H -4.96089 -0.40030 0.39325 0.0 0.0 0.0
H 2.72413 -0.66607 4.56052 0.0 0.0 0.0
H -1.40852 -3.98127 1.69209 0.0 0.0 0.0
H 2.33401 -0.82538 2.19475 0.0 0.0 0.0
H -0.97283 0.58573 3.91582 0.0 0.0 0.0
H 1.30951 -3.53438 1.08694 0.0 0.0 0.0
H -0.52612 -2.11350 3.93463 0.0 0.0 0.0
H 1.29913 -1.62351 4.95694 0.0 0.0 0.0
H -0.20267 -1.82120 -1.75747 0.0 0.0 0.0
H -4.49659 -1.83138 -1.66248 0.0 0.0 0.0
H 2.73001 -1.84902 0.26817 0.0 0.0 0.0
H -2.05943 -2.35065 1.89378 0.0 0.0 0.0
H -2.36112 -2.85979 -3.08220 0.0 0.0 0.0
H 4.65351 2.58708 -3.19229 0.0 0.0 0.0
H -0.14968 -2.75364 0.46129 0.0 0.0 0.0
H -3.71428 1.12122 -0.06646 0.0 0.0 0.0
H -3.40153 -0.01702 5.07311 0.0 0.0 0.0
H 1.13066 -0.02732 4.17083 0.0 0.0 0.0
```
Forces are in eV/Å.

LUMO level	0.16302	hartree
HOMO level	-0.993	eV
gap between HOMO and LUMO	5.4	eV
energy	-113997.302	eV
total charge	-2
ΔE to the lowest compared entry with this formula, charge and spin	38.34	kcal per mole

natural (NBO) population analysis, charges in e, atoms 1 to 8:
1. Ti 1.787
2. Cl 1.123
3. S 0.636
4. F -0.303
5. F -0.342
6. F -0.306
7. F -0.269
8. F -0.333

---

No. 3
A cluster of 13 separate species, C24H23BrCl36F9NO2P in total. Source: the Open Molecules 2025 dataset; level of theory: ωB97M-V/def2-TZVPD.

XYZ file:
```
97
Properties=species:S:1:pos:R:3:forces:R:3
Br 3.49838 -5.78794 1.21120 -0.2 0.9 -0.8
Cl 2.38250 5.97450 -2.46648 0.1 -0.1 0.0
Cl 5.78809 8.80894 2.17056 0.0 0.1 -0.1
Cl 3.63477 2.72773 -2.88413 -0.1 -0.4 0.1
Cl 0.68149 -1.57796 10.43052 0.1 0.0 -0.1
Cl 5.34743 9.13029 -0.68364 0.3 0.5 0.1
Cl 2.94669 7.01039 0.18951 -0.1 -0.2 -0.1
Cl 3.93640 -10.03310 2.24148 -0.1 0.1 0.0
Cl 0.71365 9.47589 -5.42398 0.0 -0.1 0.1
Cl 4.83979 5.21902 -1.10057 0.1 0.3 0.2
Cl -9.27378 1.76468 -6.63874 0.1 0.0 0.1
Cl 6.40727 -4.38306 6.41343 -0.1 -0.1 -0.1
Cl -1.72698 2.52077 2.20336 0.0 0.1 0.0
Cl 2.04859 3.00711 -0.46725 0.1 -0.2 0.0
Cl -8.80535 3.79750 -4.61573 0.1 -0.1 0.0
Cl 1.81947 9.25534 -2.74711 -0.1 0.2 0.0
Cl 4.83478 8.21386 -4.04893 0.1 0.0 -0.2
Cl -3.42865 -1.76663 -5.05263 0.0 0.0 0.1
Cl 5.67944 5.48903 -4.61721 0.0 0.1 -0.1
Cl -6.74511 3.19533 -6.57582 0.0 -0.1 0.1
Cl -5.47999 0.20313 -4.45607 0.1 -0.1 0.1
Cl -2.24654 -3.56589 5.26021 0.0 0.1 -0.2
Cl 5.37112 -4.21584 3.70241 0.1 0.0 0.1
Cl 3.34819 -7.84933 4.06760 -0.1 0.0 0.0
Cl -1.53075 -3.29528 2.45536 0.5 -0.1 0.2
Cl -1.92835 -0.92793 4.07997 -0.1 -0.1 -0.1
Cl 2.61245 -3.41435 9.27071 -0.1 0.1 0.0
Cl 7.97542 8.38295 0.30728 -0.1 0.1 0.1
Cl 3.12275 0.40990 -1.20371 0.6 0.0 0.2
Cl -1.05466 9.44535 -3.11966 0.1 -0.1 0.0
Cl -5.66642 -1.40170 -6.86981 0.0 0.0 0.2
Cl 3.54377 -4.18717 5.95693 0.1 -0.1 -0.1
Cl 1.42734 -9.99970 3.70371 0.1 0.1 -0.1
Cl 0.94616 1.77174 3.06716 -0.1 0.0 0.0
Cl 7.25760 7.16111 -2.83603 0.0 0.0 -0.3
Cl -1.13686 2.25117 5.03810 0.1 0.1 -0.1
Cl 0.22097 -2.69054 7.78460 0.1 0.1 0.0
P 3.38804 -5.02682 -0.92927 2.3 -1.6 -0.4
F -3.71675 -3.35259 0.80474 -1.4 1.2 -1.0
F 0.87790 -6.36971 -0.55207 0.5 2.0 -0.5
F -7.18368 -2.49982 0.47417 1.5 -0.6 -0.8
F -5.00916 -1.88702 1.84589 0.4 -0.5 -1.4
F -6.12771 -4.34334 1.04780 0.3 1.1 -1.1
F -4.85888 -4.39203 -1.55028 -1.0 1.1 0.1
F -4.00237 -1.62661 -1.61675 -1.0 -0.1 1.3
F -5.41373 -0.36959 -0.36260 0.8 -1.3 -0.4
F -6.49741 -2.89948 -2.21443 1.2 -0.8 1.2
O 4.61354 -3.89604 -1.01067 -2.4 -0.1 0.3
O -2.22000 -0.08072 -0.70902 0.2 -1.0 1.4
N 1.76328 -4.21777 -0.98836 -1.5 0.9 0.8
C -4.35677 -1.25483 -0.33998 1.7 1.2 0.7
C -8.06510 2.53338 -5.60445 -0.1 0.1 -0.1
C 0.45993 8.83902 -3.79607 0.0 0.1 -0.1
C -4.75032 -2.45467 0.59397 -0.8 0.0 0.9
C 0.02454 -0.71567 -1.44185 -0.4 -0.4 0.0
C -6.08846 -3.82260 -1.26251 -1.4 -1.0 -0.4
C 0.68692 -5.04998 -0.78261 -2.5 0.4 0.2
C -6.06196 -3.23922 0.19522 -0.4 -0.7 0.9
C -2.44372 -2.59412 3.80125 0.0 0.1 0.4
C -0.85295 -0.05840 -0.28182 1.3 0.5 -1.2
C 1.44287 -2.13310 8.93680 0.0 -0.1 0.1
C 3.39802 2.16481 -1.23098 0.0 0.6 -0.2
C 6.50807 9.31174 0.63793 0.0 -0.1 0.1
C -0.68797 -4.58776 -0.76104 1.9 2.2 -0.5
C 6.22149 7.13570 -4.26843 0.1 0.0 0.1
C 2.66550 -9.01407 2.92227 0.0 -0.3 0.0
C 0.25072 -2.23935 -1.21532 0.5 -2.1 0.3
C -3.10149 -0.50955 0.31862 -1.3 0.7 0.2
C 1.57004 -2.85918 -1.21147 -2.7 1.1 0.2
C 3.64772 6.50358 -1.35083 -0.3 -0.2 0.2
C -0.88200 -3.15425 -0.96652 1.5 -1.2 0.0
C 5.07490 -4.81673 5.33978 0.0 0.1 0.2
C -0.49590 2.71731 3.45937 0.0 -0.1 0.1
C -5.14849 -1.37366 -5.18305 -0.1 0.0 -0.2
H 5.00795 -5.89926 5.29942 0.0 0.1 0.0
H -0.65743 -0.57865 0.68958 -0.4 0.5 -0.7
H -3.55177 0.38225 0.84703 0.5 -0.9 -0.4
H -0.21608 3.76530 3.50031 0.0 -0.1 0.0
H -3.49596 -2.58708 3.53477 0.1 0.0 0.0
H 4.33442 -3.04753 -1.40476 0.5 -0.2 0.2
H 2.42863 -2.17240 -1.37095 -0.5 -1.1 0.2
H -0.52397 1.01846 -0.22219 -0.3 -1.1 0.2
H -2.62921 -1.14130 1.11175 -0.2 0.3 -0.9
H 4.15392 7.35229 -1.79114 -0.1 -0.2 0.0
H 4.29928 2.37699 -0.66401 -0.1 -0.1 0.0
H -6.84914 -4.65105 -1.30818 0.8 0.8 0.2
H -1.92658 -2.77693 -0.93590 1.0 -0.2 -0.1
H -5.71247 -2.12515 -4.63951 0.1 0.1 0.0
H 1.97219 -1.29620 8.49251 -0.1 -0.1 0.0
H 6.79933 7.49084 -5.11576 -0.1 0.0 0.1
H -1.55309 -5.26923 -0.57994 1.1 0.6 -0.2
H 0.39750 7.75684 -3.85837 0.0 0.1 0.0
H 0.99730 -0.16097 -1.57819 -1.4 -0.9 0.2
H 6.77678 10.36050 0.71433 0.0 -0.1 0.0
H -7.65527 1.77876 -4.94185 -0.1 0.1 -0.1
H 2.20067 -8.46134 2.11167 0.1 0.0 0.1
H -0.58671 -0.60131 -2.38469 0.7 -0.1 0.9
```
Forces are in eV/Å.

LUMO level	-0.16999	hartree
HOMO level	-12.218	eV
gap between HOMO and LUMO	7.6	eV
energy	-585433.818	eV
total charge	+1
ΔE to the lowest compared entry with this formula, charge and spin	0.00	kcal per mole

Mulliken population analysis, charges in e, atoms 1 to 8:
1. Br 0.056
2. Cl -0.109
3. Cl -0.117
4. Cl -0.059
5. Cl -0.121
6. Cl 0.014
7. Cl -0.111
8. Cl -0.104

---

What is the formula in the first record? C24H23

---

What is the formula in the third record? C24H23BrCl36F9NO2P

---

Among the records above, which one has the lowest total charge? C24H23BClF9N6O4STi